1.
Formula: C28H29Cl2N3O5OsS4
Source: the Open Molecules 2025 dataset
Level of theory: ωB97M-V with the def2-TZVPD basis set

As for the total charge: +2. The multiplicity is 1. The HOMO energy is -14.4 eV. The calculation puts the electronic energy at -115054.5993 eV.

Positions of all 72 atoms, in Å:
N: -0.0579 -1.9321 -2.1889
Os: -0.1818 -0.6605 1.3999
H: -4.8345 -2.2283 5.2794
O: 3.1805 -4.2970 -2.5888
H: 6.0746 -0.2271 3.7059
H: 2.0141 -3.7273 -0.5958
S: 0.4854 -0.6411 3.4132
H: -2.6473 -0.6870 5.2233
C: 2.6040 -3.2548 -2.5132
C: -4.6548 -1.3995 4.5964
H: 3.2597 1.2326 -3.4764
C: 3.1551 0.2224 -3.8487
C: -1.5982 3.1951 0.2678
H: 3.3357 -1.5572 -6.7325
H: -4.9097 -2.6264 2.8300
N: -0.5082 1.1147 0.6929
O: 1.4142 1.9342 -0.7953
H: -1.6610 -1.0212 -1.1944
S: -2.9585 -0.2232 2.8900
C: -1.7703 1.7458 0.4929
C: 2.8710 -0.4658 4.7442
H: -3.6503 3.7931 0.0631
C: 4.3905 -0.3813 2.3963
H: -2.1843 0.5638 -2.9830
N: 1.7692 -3.0736 -1.3301
H: 4.9706 -0.3436 1.4850
H: 1.1344 5.2251 0.0714
C: -3.1528 -1.1991 4.4069
C: -5.2184 -1.6481 3.2010
C: 2.2358 -0.5338 3.5028
C: -4.6478 -0.5450 2.3180
H: -5.1063 -0.5092 5.0387
C: 2.9486 -2.3928 -4.8000
O: 1.5561 2.2727 1.6519
C: -1.3512 -1.2228 -2.2177
C: 3.2037 -1.3519 -5.6789
C: -2.2656 5.4419 -0.1208
H: 3.5338 0.7540 -5.8912
H: -5.1763 0.4032 2.4309
H: -1.5875 -0.9211 -4.9590
H: 0.4389 -1.9297 -3.0754
C: -0.9294 5.8405 -0.1159
H: 0.1282 -0.6198 -4.6357
C: 3.0207 -0.4906 2.3678
Cl: 1.9390 -0.5161 6.1885
H: -0.4831 0.7069 -2.5884
C: -1.2253 0.0467 -3.0475
C: 2.7712 -2.1156 -3.4454
S: 0.7799 2.2334 0.4537
C: -2.6171 4.1134 0.0672
C: -0.2791 3.6080 0.2678
C: 2.8723 -0.8073 -2.9683
C: 4.9984 -0.3152 3.6453
H: -2.0858 -1.8958 -2.6643
O: -2.8204 1.1545 0.5039
H: -2.6431 -2.1394 4.1871
H: 2.8985 -3.4167 -5.1472
H: -0.9183 0.7014 -5.0867
H: 4.7317 -0.3053 5.7786
H: -3.0374 6.1837 -0.2744
O: -2.0745 -1.1545 1.9790
C: 4.2511 -0.3579 4.8118
H: 2.7693 -0.5934 -1.9145
H: -4.5543 -0.7642 1.2576
Cl: 2.2193 -0.5886 0.8109
C: 0.5510 -2.5204 -1.1920
H: -0.6857 6.8836 -0.2660
C: 3.3149 -0.0514 -5.2025
S: -0.2540 -2.8044 0.3648
C: -0.8811 -0.2209 -4.5085
C: 0.0963 4.9220 0.0739
H: -6.3065 -1.6150 3.1875

---

2.
Formula: C28H29F35NO7S
Source: the Open Molecules 2025 dataset
Level of theory: ωB97M-V with the def2-TZVPD basis set

As for the total charge: +1. The multiplicity is 1. The HOMO energy is -12.5 eV. The calculation puts the electronic energy at -151264.6599 eV.

Positions of all 101 atoms, in Å:
H: 1.6742 -2.5654 -1.6728
F: -7.6807 1.0884 -4.6245
F: -1.2977 -1.8802 -1.0749
C: 0.6439 0.1326 -7.1442
O: 0.3762 0.2896 -4.4511
F: 0.3017 -3.2471 5.2534
C: 4.5079 2.2650 11.6124
C: -2.4460 7.8253 -7.9411
H: 5.5881 1.3514 7.5091
H: -2.8351 4.8703 -8.2280
H: -1.7655 8.5999 -8.4479
C: -2.4380 5.5058 -7.3530
C: 4.5538 -3.8753 7.7998
H: 4.6565 0.1183 8.2884
F: -5.0726 0.7675 -5.1718
O: 4.7072 2.0227 9.1760
F: -7.7471 -1.8038 -4.0737
H: -4.5465 8.5200 -8.2900
F: 5.7706 1.8405 11.8191
O: 1.2025 -4.1196 -0.3408
C: 4.1732 -4.9809 6.8113
F: 0.7601 -2.0262 0.3455
C: -0.1662 -3.5192 -2.4147
F: -0.2649 -0.9213 -6.9767
F: 4.7120 -6.1440 7.2786
F: 1.6176 -2.9347 6.9284
F: -9.6320 0.1857 -4.3292
H: -4.3191 6.7892 -8.8389
C: 0.7978 -3.3119 0.7430
F: 7.3329 1.4512 9.6683
C: -0.6387 3.5831 -4.5143
C: -0.5078 -3.7867 1.3933
F: -3.4732 -0.6195 -4.6894
C: 2.6642 -5.2387 6.6105
C: 5.3559 0.9337 8.4925
H: 4.2131 -4.1158 8.8079
F: 0.1988 0.8719 -8.2604
C: -0.9748 -2.2217 -2.3345
H: 0.2705 4.2620 -4.4106
S: 0.7439 1.2052 -5.5883
H: -2.4543 4.9946 -4.5956
C: -0.5431 2.5486 -5.7273
C: 1.6006 -3.2717 5.6254
C: -3.8059 7.7995 -8.7783
H: -0.5735 3.3031 -7.9219
F: 7.4746 0.0854 7.9890
C: -7.9478 -1.2086 -5.2630
H: 0.7525 4.0606 -6.7074
F: 3.7215 -2.3858 4.9467
H: 1.8380 -4.1935 -2.2366
C: 1.1793 -3.5402 -1.6580
F: 7.8676 -1.1234 10.4338
F: 1.9268 -0.3164 -7.4430
C: -4.8140 -0.4115 -4.5448
F: -4.4394 0.7486 -2.5097
N: -1.6995 4.5029 -5.0918
C: 6.6305 -0.8070 9.9736
C: -5.0972 -0.3168 -3.0431
H: -8.8633 0.5682 -6.1238
C: -5.5263 -1.5480 -5.3098
H: 2.2079 -2.5037 3.6806
F: -1.5168 -3.8869 0.5039
H: -0.3759 -4.7659 1.8592
C: 2.3911 -2.3023 4.7378
H: 2.0944 -5.0875 7.5312
F: 0.1194 -3.7376 -3.7321
H: -3.6127 8.1674 -9.8375
H: -2.6080 8.2374 -6.8783
F: -8.8116 -2.0007 -5.9317
O: 2.0202 -4.6125 5.4855
O: -6.7454 -1.2306 -6.0052
F: 5.8633 -0.6107 11.0605
C: -1.5344 4.6063 -6.4117
F: 3.7778 1.8500 12.6769
H: 6.2466 -1.6736 9.4337
H: 4.5204 3.3571 11.6083
F: 1.7946 -3.3862 1.6546
H: -1.0374 3.2448 -3.5087
C: -8.5517 0.1966 -5.1452
F: 4.0543 -2.6725 7.4607
C: 3.9160 1.7218 10.3056
H: -4.8437 -1.8423 -6.1119
H: -3.3187 5.9429 -6.7760
F: 2.7191 2.3114 10.0887
F: 4.7427 -4.7726 5.5996
C: -0.2987 3.6681 -6.8833
F: -0.9126 -2.9111 2.3456
F: -2.1494 -2.3521 -3.0060
H: -5.6384 -2.4473 -4.6985
H: -0.4308 -1.3915 -2.7840
O: -1.6967 6.5860 -7.9425
H: -1.5723 2.0514 -5.7121
F: 2.0389 -1.0168 4.9933
F: 3.6734 0.3983 10.3400
H: -4.7542 -1.2131 -2.5249
F: 5.9034 -3.7252 7.8460
O: 2.1180 1.7545 -5.3846
F: -6.3970 -0.1369 -2.7600
C: 6.6972 0.4202 9.0601
F: -0.9051 -4.5833 -2.0179
H: 2.5688 -6.3071 6.3988

---

3.
Formula: C28H29FeN7OS6SbSe
Source: the Open Molecules 2025 dataset
Level of theory: ωB97M-V with the def2-TZVPD basis set

As for the total charge: -2. The multiplicity is 2. The HOMO energy (alpha / beta) is -0.5 / 0.0 eV. The calculation puts the electronic energy at -213269.8293 eV.

Positions of all 74 atoms, in Å:
C: 5.4927 -2.4628 -0.0713
C: -1.3466 5.7574 -1.6208
H: 2.5534 1.7757 -0.9261
C: 4.4228 -1.8858 0.5970
H: -2.7669 -0.1645 2.4912
C: 4.3299 -1.9544 1.9862
N: -1.6672 -3.8270 0.7344
N: -2.1368 -0.4963 1.7807
H: -2.2163 -6.2606 1.4722
C: -2.8062 4.6814 -0.0106
C: -2.9599 2.6072 -0.9056
S: -3.5167 -2.3714 -1.9565
C: 0.1949 3.2395 -3.5531
Fe: -1.3154 -1.6431 -1.2627
S: -1.5333 -3.9728 -4.8267
H: 2.8420 -0.4125 2.2885
S: 1.4304 -3.4993 0.0100
C: -2.0483 4.6499 -1.1895
C: 0.7518 0.5867 -0.9312
C: -0.5738 0.5194 -3.1133
N: -2.1996 3.3808 -1.7037
H: -0.7561 5.7204 -2.5266
S: 1.0412 -3.0758 -1.9315
N: 0.7792 -0.8947 0.7722
C: -0.4283 -6.0511 2.6724
H: -2.2264 7.8480 0.9139
C: 0.2447 1.2231 -2.1477
H: 7.1787 -3.7112 2.5815
H: 0.5072 4.2637 -3.7191
C: -1.8674 -5.6674 2.3182
H: -4.5493 1.9896 0.9931
H: -5.1144 3.6653 1.2414
C: -0.6051 2.5603 -4.4959
Sb: -1.9024 -4.0052 -2.5533
C: 3.1556 -1.3659 2.7110
N: -1.7138 -2.4772 0.5721
C: -4.2390 3.0138 1.1953
H: -0.3591 -7.1071 2.9434
C: -2.8958 5.8198 0.7639
O: -0.9822 -0.6614 -2.9938
H: 3.6420 -1.4012 0.0251
H: 5.2640 -2.6958 3.7644
H: -1.5877 0.7141 -4.9835
C: 1.9270 1.2311 -0.2251
H: -3.4801 5.8389 1.6744
H: -0.9416 3.0733 -5.3916
H: 7.3235 -3.5722 0.1123
H: 1.2121 3.0934 -1.7032
H: -0.0597 -5.4530 3.5087
H: -2.2339 -0.0206 0.8832
N: -3.3602 3.4206 0.1274
S: -2.3004 -2.9215 3.0040
C: 6.4916 -3.1172 0.6359
C: -2.0449 -1.8456 1.6628
H: 5.5304 -2.4120 -1.1523
C: 0.6093 2.5537 -2.4252
H: -1.7182 3.0182 -2.5156
H: -3.7233 3.0507 2.1583
C: -1.4286 6.9036 -0.8378
Se: -3.3605 0.8340 -1.1762
C: -2.1873 6.9379 0.3295
C: 5.3339 -2.6210 2.6837
N: 0.2438 -0.5012 -0.4574
H: 0.2231 -5.8602 1.8190
H: 2.5340 0.4832 0.2684
H: -0.8868 7.7894 -1.1445
S: 1.6916 -2.4425 2.6739
H: 1.5776 1.9248 0.5478
C: 6.4082 -3.1960 2.0194
H: -2.5399 -5.8611 3.1572
C: -1.9522 -4.2341 1.9073
H: 3.3872 -1.2120 3.7659
C: 1.1751 -2.0927 0.9669
C: -0.9674 1.2587 -4.2827